The following is a quantum chemistry calculation of C2H3N5O in the gas phase, from the Open Molecules 2025 dataset.

Structure (ORCA input):
```
! wB97M-V def2-TZVPD RIJCOSX def2/J DEFGRID3
* xyz 0 1
O 0.5162 2.7405 -0.0943
N -1.1303 1.3075 -0.9530
N 0.7060 1.4505 0.4955
N -0.7913 -1.3582 -1.0878
N -0.6557 2.5295 -1.1622
N 0.6887 -1.2416 0.9941
C -0.3012 0.6899 0.0038
C -0.1910 -0.7830 0.0970
H 0.9961 -0.4456 1.5237
H 1.0381 -2.4200 1.1111
H -0.8756 -2.4694 -0.9279
*
```

HOMO-LUMO gap (eV): 8.2
Energy above the lowest of the compared OMol25 structures with the same formula, charge and spin (eV): 6.313
LUMO level (eV): -1.0
DFT total energy (Eh): -426.8256
Structure (SMILES): [H]/N=C(\N)c1nnon1

These are the natural (NBO) partial charges, in e, on atoms 1 to 5: -0.220 -0.134 -0.069 -0.704 0.171